No. 1
# C10H30O10

A cluster of 5 separate species, C10H30O10 in total in a non-equilibrium geometry (ωB97M-V/def2-TZVPD, the Open Molecules 2025 dataset).

Computed properties:
LUMO (alpha / beta), eV: -2.340 / -9.377
Kohn-Sham gap (alpha / beta), eV: 10.165 / 3.127
Relative energy (zero: lowest compared OMol25 entry of this formula, charge and spin), kcal per mole: 23.8
M, g/mol: 310.3
Multiplicity: 2
HOMO level (alpha / beta), Ha: -0.4596 / -0.4595
Net charge: +1

Element x y z (Å)
C (-0.94656, -3.54730, -5.02904)
C (-1.31795, -3.49774, -3.51257)
O (-2.64746, -3.09243, -3.25429)
O (-0.52086, -2.25342, -5.48887)
H (-1.58016, -4.10638, -5.71757)
H (0.02029, -4.04898, -4.98867)
H (-0.53770, -3.09495, -2.86676)
H (-1.25671, -4.52308, -3.14786)
H (-3.06258, -3.77587, -2.72308)
H (-1.32047, -1.72269, -5.46523)
C (0.56491, -1.16907, 0.39084)
C (-0.37727, 0.02859, 0.73895)
O (-0.34838, 0.28092, 2.09585)
O (1.82650, -0.86155, 0.82530)
H (0.51815, -1.41960, -0.66895)
H (0.23740, -1.97045, 1.05313)
H (-1.41297, -0.23670, 0.52673)
H (-0.16705, 0.89262, 0.10860)
H (0.54057, 0.58721, 2.28965)
H (2.22395, -0.22750, 0.22396)
C (-3.64020, 2.51126, 1.33306)
C (-3.78122, 2.01187, 2.78049)
O (-2.42435, 1.99468, 3.20032)
O (-4.92290, 2.86013, 0.77535)
H (-2.99580, 1.86463, 0.73747)
H (-2.99305, 3.38755, 1.37065)
H (-4.01561, 0.94885, 2.83665)
H (-4.51816, 2.51400, 3.40730)
H (-2.05215, 1.18925, 2.83380)
H (-5.20383, 2.10950, 0.24692)
C (2.22413, 2.54679, 3.98973)
C (1.02453, 3.34158, 4.43711)
O (0.03962, 2.45653, 4.73771)
O (2.14744, 2.15700, 2.58568)
H (2.42665, 1.69647, 4.64093)
H (3.14864, 3.11399, 4.09773)
H (0.76890, 4.23952, 3.87457)
H (1.23407, 3.62336, 5.46900)
H (-0.64104, 2.56108, 4.06884)
H (2.70593, 1.40345, 2.38107)
C (3.86946, -0.65770, -2.06252)
C (2.99122, -1.75113, -2.67754)
O (1.83141, -1.26594, -3.44458)
O (3.08275, 0.24752, -1.45608)
H (4.44426, -0.16814, -2.84867)
H (4.48095, -1.15169, -1.30745)
H (2.65221, -2.47590, -1.93736)
H (3.65215, -2.30491, -3.34433)
H (1.62378, -1.91112, -4.12445)
H (2.40459, 0.66589, -1.99149)

Forces on the atoms, in the same order (eV/Å):
C 2.17 0.82 1.89
C -0.54 -2.40 -0.84
O 0.05 0.86 0.15
O -0.96 -0.37 -0.11
H -0.47 0.33 0.29
H -0.04 -0.60 -0.23
H -0.05 1.29 -0.40
H 0.04 -0.60 -0.39
H -0.10 0.13 -0.08
H 0.02 0.50 -0.19
C 0.21 -0.51 0.99
C -1.92 0.19 -0.40
O 0.11 -0.04 -0.19
O 0.29 0.08 0.64
H -0.25 0.20 -0.19
H -0.23 -0.24 -0.40
H 0.05 -0.33 -0.24
H 0.64 0.19 0.07
H 0.68 0.46 0.60
H 0.79 0.23 -1.03
C -1.31 1.05 0.65
C 0.70 -1.46 -1.48
O 0.98 0.64 1.39
O 1.27 -0.51 -0.08
H -0.56 -0.72 -0.26
H -0.47 0.53 0.17
H -0.95 -0.03 -0.37
H 0.66 0.59 0.00
H 0.19 -0.03 0.18
H -0.27 0.04 -0.10
C 2.11 -0.52 -1.41
C 1.23 0.52 1.57
O -1.75 -1.04 -0.98
O -1.13 0.36 0.83
H -0.63 -0.28 -0.03
H -0.15 0.68 0.00
H -0.15 -0.39 -0.40
H 1.09 0.86 0.08
H -1.38 -0.39 -0.24
H 0.33 -0.16 0.36
C -0.48 -1.85 -2.13
C -0.10 -0.73 -1.36
O 1.41 0.31 1.41
O -1.82 2.65 3.11
H 0.44 -0.20 0.03
H 0.31 0.24 -0.15
H -0.15 0.17 0.34
H -0.02 -0.19 -0.16
H -0.12 0.01 -0.20
H 0.26 -0.29 -0.72

=====

No. 2
# C10H30O5

A cluster of 5 separate species, C10H30O5 in total in a non-equilibrium geometry (ωB97M-V/def2-TZVPD, the Open Molecules 2025 dataset).

Computed properties:
LUMO, eV: 0.579
Kohn-Sham gap, eV: 10.298
Relative energy (zero: lowest compared OMol25 entry of this formula, charge and spin), kcal per mole: 7.1
M, g/mol: 230.3
Structure (SMILES): CCO.CCO.CCO.CCO.CCO
HOMO level, Ha: -0.3572
Net charge: 0

Element x y z (Å)
C (-15.99534, -23.08755, -28.63768)
C (-15.43182, -23.49005, -30.02129)
O (-16.17016, -24.52600, -30.62992)
H (-17.07064, -22.96947, -28.76599)
H (-15.49939, -22.17809, -28.29917)
H (-15.80037, -23.86999, -27.90610)
H (-14.38135, -23.75172, -29.87330)
H (-15.44510, -22.61339, -30.67730)
H (-16.88129, -24.09454, -31.13898)
C (-16.98990, -26.54422, -27.96958)
C (-15.66364, -26.79676, -27.28088)
O (-15.85639, -26.79009, -25.87418)
H (-16.80847, -26.40193, -29.03371)
H (-17.39996, -25.61271, -27.56684)
H (-17.71207, -27.34052, -27.79972)
H (-14.92055, -26.08337, -27.64898)
H (-15.31631, -27.78855, -27.59930)
H (-15.05660, -27.09362, -25.43419)
C (-16.88477, -22.26628, -33.51457)
C (-18.33073, -22.48603, -33.05088)
O (-18.30331, -23.04047, -31.74754)
H (-16.44102, -21.50777, -32.86410)
H (-16.93531, -21.86630, -34.52529)
H (-16.25832, -23.15087, -33.43291)
H (-18.80028, -23.18203, -33.75385)
H (-18.84660, -21.52702, -33.12535)
H (-19.19743, -23.22975, -31.44462)
C (-19.40338, -22.31510, -26.05707)
C (-18.72355, -21.50569, -24.94263)
O (-18.92211, -22.07606, -23.66303)
H (-20.41436, -21.96473, -26.28505)
H (-19.46028, -23.35328, -25.74134)
H (-18.85047, -22.16494, -26.98530)
H (-19.07439, -20.47505, -24.89841)
H (-17.65829, -21.45738, -25.20729)
H (-18.57738, -22.97938, -23.71715)
C (-14.88263, -23.41518, -24.96533)
C (-16.01491, -23.90890, -24.05819)
O (-17.06257, -24.46437, -24.83088)
H (-14.61522, -24.20548, -25.66648)
H (-13.99754, -23.05627, -24.44226)
H (-15.28973, -22.59029, -25.55698)
H (-16.40089, -23.09658, -23.44310)
H (-15.64231, -24.67646, -23.36633)
H (-16.81833, -25.37034, -25.10346)

Forces on the atoms, in the same order (eV/Å):
C 0.26 -0.47 -0.93
C -0.13 0.82 0.72
O 0.13 -0.13 -0.17
H -0.04 0.28 0.34
H -0.22 0.13 0.06
H -0.13 -0.02 0.03
H -0.05 -0.44 -0.35
H 0.08 0.07 0.04
H 0.12 -0.23 0.28
C 0.17 0.54 0.36
C -0.30 -0.95 -0.94
O 0.12 0.14 0.26
H -0.13 -0.01 -0.03
H -0.13 -0.05 -0.17
H 0.09 -0.10 0.03
H 0.02 0.24 0.42
H 0.14 0.05 0.15
H -0.01 0.01 -0.04
C -0.62 0.55 0.72
C 0.91 -0.41 -0.97
O -0.18 0.19 0.23
H 0.08 0.04 -0.13
H 0.31 -0.14 -0.11
H -0.16 -0.20 -0.25
H -0.19 0.00 0.12
H -0.20 -0.02 0.38
H 0.05 0.02 -0.03
C -0.36 0.86 0.05
C 0.15 -0.24 -0.57
O 0.12 -0.10 0.03
H -0.06 -0.07 0.33
H 0.22 -0.15 -0.35
H 0.14 -0.45 0.00
H -0.14 -0.05 0.05
H 0.06 -0.01 0.32
H -0.11 0.08 0.03
C -0.70 0.23 -0.13
C 0.89 -0.60 -0.02
O -0.51 0.13 0.09
H 0.17 -0.06 0.06
H -0.03 -0.10 0.17
H 0.18 -0.01 -0.06
H -0.17 0.05 -0.12
H 0.06 0.12 0.04
H 0.11 0.43 0.05

=====

No. 3
# C10H31B2O8

A cluster of 5 separate species, C10H31B2O8 in total in a non-equilibrium geometry (ωB97M-V/def2-TZVPD, the Open Molecules 2025 dataset).

Computed properties:
LUMO, eV: 2.431
Kohn-Sham gap, eV: 5.340
M, g/mol: 301.0
HOMO level, Ha: -0.1069
Net charge: -1

Element x y z (Å)
O (-0.66458, 4.11976, 0.67782)
B (-1.99389, 3.67647, 0.53489)
O (-2.72918, 4.42203, -0.44940)
B (-2.73711, 2.31029, 1.24822)
O (-1.93552, 1.55409, 2.26083)
C (-1.04027, 0.72948, 1.57925)
C (-1.46317, 0.75104, 0.08602)
O (-2.73215, 1.32968, 0.07971)
H (-0.28907, 4.13943, -0.21939)
H (-2.85579, 3.80307, -1.18595)
H (-3.90346, 2.49879, 1.58242)
H (-0.05108, 1.17154, 1.73326)
H (-1.00208, -0.30080, 1.94811)
H (-1.55870, -0.21173, -0.40547)
H (-0.67988, 1.28385, -0.47944)
C (0.93667, 6.64769, -3.45321)
C (0.25877, 5.76728, -2.41748)
O (1.11841, 4.72190, -1.96511)
H (1.25969, 6.05158, -4.30789)
H (0.26118, 7.42885, -3.80562)
H (1.82475, 7.12620, -3.03211)
H (-0.61646, 5.27992, -2.84177)
H (-0.07425, 6.36179, -1.56213)
H (1.89061, 5.12722, -1.55900)
C (0.79457, -3.36652, 1.50401)
C (-0.00213, -3.48570, 0.21745)
O (-0.09837, -2.24164, -0.46220)
H (0.34258, -2.62710, 2.16347)
H (0.84193, -4.32186, 2.03030)
H (1.81560, -3.03747, 1.29703)
H (-1.02433, -3.79673, 0.42907)
H (0.45292, -4.23522, -0.44453)
H (0.79384, -1.94308, -0.66851)
C (0.83514, -5.82016, 5.83210)
C (1.96660, -5.39116, 4.91532)
O (2.02186, -3.97872, 4.76295)
H (-0.11879, -5.45968, 5.44806)
H (0.79034, -6.90702, 5.92098)
H (0.96751, -5.39895, 6.83142)
H (1.82165, -5.79950, 3.91626)
H (2.92694, -5.75958, 5.29519)
H (2.16161, -3.59038, 5.63198)
C (0.23078, -1.34375, -5.12853)
C (-0.08616, -1.05367, -3.67058)
O (0.79077, -0.07137, -3.12761)
H (1.26413, -1.67749, -5.23306)
H (-0.42941, -2.11550, -5.52896)
H (0.11423, -0.44304, -5.73681)
H (0.04810, -1.94531, -3.06282)
H (-1.12342, -0.72447, -3.55601)
H (0.67807, 0.74561, -3.62253)

Forces on the atoms, in the same order (eV/Å):
O -0.06 -0.58 -0.29
B 0.04 0.80 0.27
O 0.77 -0.42 -0.72
B -0.07 -0.54 -0.03
O -0.54 -0.21 0.32
C 0.25 0.36 -0.16
C -0.02 -0.15 0.10
O -0.10 0.50 -0.42
H 0.06 0.55 0.24
H -0.54 0.13 0.36
H 0.02 0.01 0.21
H 0.45 -0.24 -0.33
H -0.26 -0.10 0.33
H 0.24 -0.43 0.25
H -0.20 0.43 -0.17
C 0.06 -0.10 -0.01
C 0.16 0.14 0.08
O -0.08 -0.03 -0.18
H -0.03 -0.01 -0.02
H 0.00 0.01 0.02
H -0.03 0.06 0.02
H -0.02 -0.05 0.06
H -0.11 -0.01 -0.04
H -0.03 -0.04 0.10
C -0.06 0.04 -0.01
C 0.26 0.15 -0.03
O -0.01 -0.29 -0.07
H -0.04 -0.01 0.02
H 0.02 0.00 0.00
H 0.03 -0.06 0.00
H -0.04 0.03 -0.04
H -0.07 -0.08 0.06
H -0.05 0.17 0.04
C -0.03 0.05 -0.03
C 0.01 0.13 0.21
O 0.02 -0.11 -0.07
H -0.01 -0.02 -0.03
H 0.01 0.00 0.01
H 0.03 -0.05 0.02
H 0.03 0.03 -0.05
H -0.02 -0.09 -0.05
H -0.03 0.05 -0.02
C 0.05 0.03 0.03
C 0.04 0.25 -0.12
O 0.14 -0.23 -0.05
H 0.00 -0.04 0.02
H -0.01 0.01 0.00
H -0.06 -0.01 -0.01
H -0.05 0.00 0.07
H -0.03 -0.09 0.02
H -0.06 0.05 0.11

=====

No. 4
# C10H31BN4O4PS

A cluster of 3 separate species, C10H31BN4O4PS in total (ωB97M-V/def2-TZVPD, the Open Molecules 2025 dataset).

Computed properties:
LUMO, eV: -3.777
Kohn-Sham gap, eV: 7.394
M, g/mol: 345.2
HOMO level, Ha: -0.4105
Net charge: +1

Element x y z (Å)
N (-2.98607, 0.75957, 2.27747)
C (-2.18135, 0.03610, 2.91745)
C (-1.45201, 0.48714, 4.16468)
N (0.04806, 0.37892, 3.94511)
P (0.91704, 0.66853, 5.54270)
S (0.49189, 2.32717, 6.32815)
B (0.59121, 1.36606, 2.85895)
O (1.80238, 1.10156, 2.31485)
O (-0.25684, 2.34354, 2.53245)
H (-3.06911, 1.67617, 2.72382)
H (-1.98452, -0.97579, 2.55164)
H (-1.71312, 1.50104, 4.46082)
H (-1.70820, -0.18074, 4.99621)
H (0.25218, -0.58523, 3.66078)
H (2.22682, 0.47568, 5.09326)
H (0.52423, -0.52101, 6.16580)
H (2.61710, 1.27664, 2.80724)
H (0.17648, 3.10950, 2.11948)
C (-1.77968, -1.65326, -3.15762)
C (-2.39658, -1.30878, -1.80712)
C (-3.81592, -0.73691, -1.89324)
O (-3.87676, 0.60920, -2.31577)
C (-3.86354, 0.81562, -3.71683)
N (-1.48706, -0.40980, -1.08379)
H (-1.47081, -0.75635, -3.69559)
H (-0.89240, -2.27023, -3.01740)
H (-2.48173, -2.20393, -3.78490)
H (-2.46792, -2.23733, -1.23138)
H (-4.24900, -0.74509, -0.88922)
H (-4.44995, -1.36673, -2.53035)
H (-4.40202, 0.01877, -4.23835)
H (-2.84805, 0.87766, -4.11569)
H (-4.36640, 1.76191, -3.90867)
H (-1.86593, -0.25542, -0.15236)
H (-1.55395, 0.50263, -1.52921)
C (2.46588, -1.53722, -2.33681)
C (2.20521, -0.78803, -1.03636)
C (2.70463, 0.66029, -1.04187)
O (4.09948, 0.81570, -0.87752)
C (4.87216, 0.69152, -2.05884)
N (2.75822, -1.56130, 0.08299)
H (3.51370, -1.82351, -2.43551)
H (1.87561, -2.45251, -2.36180)
H (2.19207, -0.93206, -3.20254)
H (1.12042, -0.73686, -0.90055)
H (2.25895, 1.17422, -0.18448)
H (2.36637, 1.18203, -1.94727)
H (4.33843, 1.09846, -2.92288)
H (5.14287, -0.34629, -2.26538)
H (5.78671, 1.26295, -1.90984)
H (2.49923, -1.10822, 0.95460)
H (3.77162, -1.48601, 0.05070)

Forces on the atoms, in the same order (eV/Å):
N -0.02 -0.07 0.07
C 0.03 0.29 -0.05
C -0.14 -0.63 0.20
N -0.28 0.12 0.05
P -0.16 0.32 0.08
S -0.01 0.12 0.02
B 0.10 0.01 -0.27
O 0.04 0.29 0.59
O 0.35 0.24 0.35
H -0.13 0.05 -0.21
H 0.03 -0.01 0.10
H 0.21 0.01 -0.18
H 0.09 0.05 -0.05
H 0.12 0.05 -0.09
H 0.04 -0.29 -0.05
H 0.09 -0.16 -0.05
H -0.06 -0.19 -0.33
H -0.27 -0.29 -0.24
C 0.03 -0.04 0.00
C 0.12 0.00 -0.16
C -0.07 -0.06 0.10
O 0.08 0.02 -0.04
C -0.06 0.04 0.01
N -0.08 0.04 0.23
H -0.03 0.01 0.00
H 0.02 0.02 0.01
H 0.00 0.01 0.00
H -0.05 0.01 0.02
H 0.00 0.04 0.00
H 0.04 -0.01 -0.02
H 0.01 0.00 -0.01
H 0.00 -0.04 -0.01
H 0.00 0.00 0.00
H -0.05 0.03 -0.02
H 0.05 -0.01 -0.03
C -0.02 -0.03 -0.01
C 0.06 -0.07 -0.05
C -0.13 0.08 0.04
O 0.03 -0.01 0.01
C 0.04 0.03 0.02
N -0.03 0.13 0.12
H 0.01 0.02 0.00
H 0.02 -0.02 0.02
H 0.00 0.01 0.00
H -0.01 0.03 -0.01
H 0.03 -0.01 -0.04
H 0.02 -0.05 -0.03
H 0.00 -0.01 -0.01
H -0.04 0.00 -0.02
H 0.00 0.00 0.00
H -0.03 -0.01 -0.02
H 0.01 -0.08 -0.06